Molecular formula: C62H105F9O39
Method: DFT, the ωB97M-V functional and the def2-TZVPD basis

Positions of all 215 atoms, in Å:
C: 11.196 -22.938 13.025
O: 12.601 -23.150 13.233
C: 13.448 -22.315 12.421
C: 14.936 -22.545 12.915
O: 15.140 -21.910 14.226
C: 14.647 -22.630 15.447
C: 15.169 -24.068 15.652
O: 14.494 -25.058 14.819
C: 15.080 -26.376 14.954
H: 10.997 -21.871 12.932
H: 10.658 -23.327 13.889
H: 10.897 -23.441 12.106
H: 13.337 -21.252 12.632
H: 13.327 -22.501 11.353
H: 15.645 -22.081 12.229
H: 15.254 -23.587 12.874
H: 13.558 -22.621 15.426
H: 14.991 -22.091 16.329
H: 15.111 -24.426 16.680
H: 16.231 -24.137 15.417
H: 14.523 -27.202 14.512
H: 15.162 -26.616 16.014
H: 16.038 -26.356 14.433
C: 17.268 -28.290 16.483
O: 17.749 -26.905 16.522
C: 17.508 -26.297 17.802
C: 18.231 -24.993 18.132
O: 17.990 -24.136 17.109
C: 18.509 -22.867 17.299
C: 18.311 -22.001 16.050
O: 18.984 -22.499 14.928
C: 18.707 -21.701 13.809
H: 17.230 -28.676 15.465
H: 16.273 -28.394 16.915
H: 17.941 -29.022 16.931
H: 17.639 -27.019 18.608
H: 16.438 -26.090 17.824
H: 19.294 -25.231 18.115
H: 17.925 -24.624 19.111
H: 19.593 -22.848 17.417
H: 18.062 -22.317 18.127
H: 18.622 -20.977 16.261
H: 17.233 -22.021 15.890
H: 17.634 -21.611 13.643
H: 19.141 -22.098 12.891
H: 19.059 -20.670 13.777
C: 15.869 -18.446 14.563
O: 15.465 -17.611 15.633
C: 15.860 -18.144 16.892
C: 15.626 -17.078 17.924
O: 16.425 -15.895 17.683
C: 16.340 -14.964 18.735
C: 14.999 -14.170 18.950
O: 14.732 -13.072 18.057
C: 14.313 -13.497 16.783
H: 15.014 -19.069 14.298
H: 16.752 -19.077 14.666
H: 16.088 -17.868 13.665
H: 16.917 -18.401 16.822
H: 15.375 -19.105 17.061
H: 15.705 -17.459 18.942
H: 14.569 -16.812 17.880
H: 17.133 -14.288 18.415
H: 16.750 -15.372 19.659
H: 15.031 -13.622 19.892
H: 14.141 -14.840 19.013
H: 13.940 -12.700 16.139
H: 13.503 -14.226 16.794
H: 15.164 -13.998 16.320
C: 11.558 -19.151 14.484
C: 12.164 -18.606 15.771
O: 11.184 -17.647 16.259
C: 11.375 -17.186 17.522
O: 12.228 -17.636 18.324
C: 10.425 -16.093 18.013
F: 11.076 -14.958 18.228
F: 9.389 -15.824 17.223
F: 9.880 -16.533 19.169
H: 11.274 -18.451 13.698
H: 10.633 -19.686 14.699
H: 12.234 -19.876 14.029
H: 13.033 -18.017 15.476
H: 12.422 -19.369 16.505
C: 7.332 -21.725 8.858
C: 7.058 -23.210 8.798
O: 7.640 -23.921 9.911
C: 7.034 -23.956 11.123
O: 6.012 -23.297 11.401
C: 7.624 -24.957 12.166
F: 8.692 -25.601 11.620
F: 7.968 -24.253 13.303
F: 6.766 -25.911 12.505
H: 6.969 -21.202 7.973
H: 8.407 -21.573 8.762
H: 6.947 -21.188 9.725
H: 7.393 -23.629 7.849
H: 5.973 -23.305 8.842
C: 15.186 -22.426 19.681
C: 14.978 -20.840 19.452
O: 16.250 -20.287 19.265
C: 16.970 -19.731 20.308
O: 16.536 -19.441 21.386
C: 18.445 -19.329 19.872
F: 19.231 -19.639 20.884
F: 18.835 -19.919 18.764
F: 18.393 -18.000 19.673
H: 15.714 -22.679 20.600
H: 15.722 -22.765 18.794
H: 14.229 -22.941 19.601
H: 14.493 -20.494 20.365
H: 14.317 -20.711 18.595
C: 10.736 -26.394 15.615
C: 11.454 -27.765 15.574
C: 12.192 -28.058 16.839
O: 11.876 -29.391 17.004
C: 10.864 -29.779 16.196
O: 10.285 -30.881 16.214
O: 10.510 -28.761 15.456
H: 11.446 -25.566 15.621
H: 10.035 -26.273 16.441
H: 10.123 -26.200 14.735
H: 12.144 -27.834 14.734
H: 11.999 -27.440 17.716
H: 13.271 -27.953 16.723
C: 6.276 -18.439 11.407
C: 7.301 -18.891 12.487
C: 7.049 -20.340 12.864
O: 8.182 -21.049 12.394
C: 9.030 -20.191 11.839
O: 10.171 -20.409 11.450
O: 8.643 -18.945 11.997
H: 6.438 -17.451 10.977
H: 5.294 -18.485 11.879
H: 6.302 -19.093 10.535
H: 7.305 -18.236 13.358
H: 6.233 -20.804 12.308
H: 6.945 -20.451 13.943
C: 8.627 -21.719 16.399
C: 9.661 -22.339 17.311
C: 11.011 -22.412 16.599
O: 11.903 -21.742 17.452
C: 11.159 -21.197 18.534
O: 11.691 -20.586 19.470
O: 9.847 -21.378 18.338
H: 8.902 -20.748 15.986
H: 7.677 -21.656 16.929
H: 8.549 -22.388 15.542
H: 9.352 -23.341 17.609
H: 10.962 -21.911 15.633
H: 11.342 -23.446 16.509
C: 16.490 -23.419 6.032
C: 15.949 -23.112 7.486
C: 15.618 -24.302 8.369
O: 16.303 -24.056 9.574
C: 17.058 -23.048 9.486
O: 17.750 -22.603 10.377
O: 16.988 -22.559 8.231
H: 17.503 -23.815 5.952
H: 16.478 -22.512 5.428
H: 15.792 -24.042 5.475
H: 15.141 -22.387 7.591
H: 16.008 -25.212 7.913
H: 14.534 -24.300 8.485
C: 12.184 -21.324 8.580
C: 13.125 -20.151 8.765
C: 12.551 -18.811 8.378
O: 13.060 -17.962 9.346
C: 13.505 -18.688 10.405
O: 13.755 -18.219 11.516
O: 13.484 -20.009 10.108
H: 11.796 -21.468 7.572
H: 11.349 -21.118 9.250
H: 12.574 -22.305 8.851
H: 13.996 -20.248 8.117
H: 11.463 -18.811 8.313
H: 12.989 -18.613 7.400
C: 12.140 -32.232 11.206
C: 12.550 -30.863 11.759
C: 11.880 -30.437 13.043
O: 12.956 -30.033 13.907
C: 14.088 -30.145 13.256
O: 15.208 -29.732 13.565
O: 13.898 -30.863 12.121
H: 12.789 -32.363 10.340
H: 11.163 -32.215 10.722
H: 12.134 -33.034 11.944
H: 12.395 -30.093 11.004
H: 11.430 -31.306 13.522
H: 11.123 -29.688 12.810
C: 18.621 -25.983 12.541
C: 19.714 -25.308 13.380
C: 20.195 -26.154 14.592
O: 21.604 -26.015 14.489
C: 21.929 -25.517 13.295
O: 23.040 -25.159 12.958
O: 20.870 -25.138 12.572
H: 18.099 -25.177 12.027
H: 17.934 -26.466 13.236
H: 19.015 -26.714 11.835
H: 19.447 -24.308 13.723
H: 19.934 -27.200 14.432
H: 19.835 -25.931 15.596
C: 15.071 -27.314 10.995
C: 13.600 -27.100 11.128
C: 13.147 -25.923 12.038
O: 12.158 -25.284 11.215
C: 12.296 -25.539 9.959
O: 11.784 -24.912 9.062
O: 13.116 -26.641 9.876
H: 15.516 -26.399 10.604
H: 15.332 -28.156 10.353
H: 15.545 -27.500 11.959
H: 13.067 -28.030 11.324
H: 13.933 -25.176 12.157
H: 12.760 -26.214 13.014

Summary:
**DFT total energy**: -6258.4591 hartree
**Spin multiplicity**: 1
**HOMO level**: -8.82 eV
**Gap between HOMO and LUMO**: 8.80 eV